Here is a molecular structure, C4H6O2 from the OMol25 dataset. Energies are from ωB97M-V/def2-TZVPD.

```
12
Properties=species:S:1:pos:R:3
O -0.88773 -1.85621 1.55741
C 0.13858 -1.53990 1.00601
C 0.17808 -0.64501 -0.21007
C -0.81709 0.51687 -0.26446
C 0.44454 1.36584 -0.47410
O 1.30397 0.24352 -0.18971
H 1.12922 -1.89845 1.35548
H 0.18514 -1.28081 -1.11016
H -1.32251 0.67917 0.69019
H -1.54982 0.50300 -1.07245
H 0.61391 2.19781 0.21690
H 0.58370 1.71416 -1.50504
```

Gap between HOMO and LUMO   10.62 eV
HOMO level   -9.7 eV